No. 1
Molecular formula: C18H38F10N11O22S10
Method: DFT, the ωB97M-V functional and the def2-TZVPD basis

E_HOMO (eV): -6.495
Multiplicity: 1
LUMO level (eV): -1.46
ΔE to the lowest compared entry with this formula, charge and spin (kcal per mole): 73.9
Orbital gap (eV): 5.03
Total charge: -1

Atoms and positions in Å:
1 H -9.75000 -5.27815 -4.96194
2 N 13.09910 -0.12135 -3.15345
3 O 12.56190 1.41482 -1.03108
4 H 9.74653 7.42072 2.32107
5 C -6.97698 1.60302 7.84710
6 N 4.00453 2.73241 7.17538
7 N -6.63917 1.42624 6.41323
8 O 0.09931 -5.17580 -6.94786
9 H -7.92369 -6.65130 -1.64466
10 O 2.63441 5.05464 -6.77795
11 H -7.41137 0.92579 5.99685
12 F 2.39923 1.86619 5.64909
13 H 2.78542 0.44387 -0.28763
14 H -9.83320 -5.13015 -3.29258
15 C 8.88019 7.15268 1.71632
16 O 1.12762 3.47140 -7.90122
17 S 2.89527 -5.15070 -5.28043
18 N 6.60244 6.10919 1.55953
19 F 2.63457 2.52492 -6.30506
20 O 11.73907 -0.95961 -0.89923
21 O 2.70030 0.36751 7.54583
22 S -0.35464 4.54204 -5.66032
23 O -11.69366 -1.28157 1.65912
24 F 0.65552 -2.84232 -6.88977
25 H 2.78120 6.94610 1.74554
26 H 2.43740 -1.37360 -0.32369
27 C -5.23513 -7.78140 -2.03328
28 F 5.96968 3.26662 8.35279
29 H 2.63776 5.60690 0.49396
30 F 3.05021 -5.28337 -3.73396
31 H -6.72066 2.34648 6.00505
32 S -10.87907 -2.83581 3.76390
33 O -0.35479 6.00349 -5.88405
34 S 1.74168 3.88601 -6.70159
35 H 8.26900 8.05392 1.66855
36 N -8.16930 -6.26943 -3.78923
37 H -4.98695 -8.73516 -2.49893
38 N 0.87931 3.84489 -5.20857
39 O 6.29456 1.75703 6.68639
40 O 2.56434 -6.48595 -5.64787
41 O -1.31435 3.80825 -6.46404
42 O 5.15122 1.14293 8.83574
43 H -8.95331 2.34235 7.87321
44 H -8.37091 1.54971 9.41451
45 C 5.27511 6.45475 1.89897
46 N -6.25089 -7.17963 -2.89511
47 H 9.26642 6.85419 0.74173
48 H -5.10013 -7.21177 -4.57382
49 H 2.85550 7.33293 0.08949
50 N -10.12617 -1.30847 3.65662
51 H -7.35033 -6.25199 -5.83197
52 S 3.51702 1.17594 6.63165
53 O 15.07640 1.38288 -2.55584
54 S 12.19676 0.16932 -1.76316
55 H -4.55959 1.72944 6.07442
56 H 7.74486 6.39287 3.39541
57 F -10.62032 -3.01655 5.35674
58 H -10.15377 -6.76818 -4.25257
59 H 3.43345 -0.42987 -1.57602
60 H -3.29150 -7.26880 -1.05335
61 O -10.10742 -3.95471 3.26189
62 H -8.79922 0.52251 7.97205
63 H 1.18546 0.66982 -2.21415
64 F 15.40256 -0.78378 -3.61183
65 H -5.77398 -8.05601 -1.12645
66 C 2.59392 -0.45010 -0.88113
67 C -0.06912 -0.39074 -1.07200
68 C -7.20372 -6.48077 -4.78672
69 H 8.18014 5.08947 2.42095
70 O -12.36520 -2.72300 3.69942
71 N 4.45125 6.26064 0.83299
72 C -7.55671 -6.73145 -2.65724
73 H -0.95286 -0.55435 -3.12284
74 S 1.26211 -4.36527 -6.80424
75 C -8.44806 1.49075 8.32884
76 H -5.28030 0.44020 5.15989
77 O -6.01090 1.84154 8.51254
78 O 2.18731 -4.20229 -7.91377
79 C -1.21338 -0.69088 -2.07327
80 C -6.04314 -6.90782 -4.14400
81 S 14.49158 0.05593 -2.51426
82 C 5.28799 6.12138 -0.25295
83 O 4.22279 -4.67542 -5.63610
84 H -1.53876 -1.73064 -2.03964
85 O 4.22307 0.42356 5.59065
86 H 4.86000 5.90721 -1.22112
87 H -2.12554 -0.11274 -1.92550
88 C 7.85070 6.12563 2.34399
89 N 1.33482 -0.18317 -1.69433
90 C -4.04304 -6.84524 -1.71959
91 H 4.94150 6.67263 2.90278
92 O 14.73495 -0.75806 -1.27961
93 F 10.89956 0.76897 -2.54189
94 S -10.38302 -1.07628 2.22953
95 O -0.08636 -0.47700 0.17499
96 F -10.43997 0.57433 2.35041
97 F -1.13657 4.32281 -4.29769
98 C -9.57851 -5.86297 -4.05823
99 C -5.22125 0.86755 6.16088
100 H -3.60229 -6.57126 -2.67812
101 C 3.11599 6.54029 0.79090
102 H 1.38022 -0.80833 -2.48630
103 N 1.82661 -4.05045 -5.29646
104 O -9.26492 -1.32032 1.34778
105 C 6.57986 5.88140 0.18599
106 H 7.50818 5.67823 -0.32721
107 H -4.92791 0.12580 6.90374
108 H -4.29624 -5.91617 -1.20885
109 S 5.26045 1.98708 7.66728

Force components x, y, z for each atom (eV/Å):
1.1680 -0.0602 -0.3096
-2.4942 0.0933 2.1549
-0.1558 -2.8622 -1.4356
-0.2184 -0.5570 0.3726
0.8784 0.4772 2.4761
-1.4578 -3.6226 -1.2414
-0.1440 -0.4997 -0.2002
0.3128 -0.5867 0.5578
-0.3594 -0.1396 -0.1849
-1.5330 -2.6103 0.6764
-0.0414 -0.8478 -0.6897
-0.2073 -0.0632 0.4444
-0.3617 -0.4409 0.5777
-0.6432 -0.8194 0.4180
-1.2036 -0.4736 0.3105
-0.8351 -0.1068 -0.1424
6.5147 -0.9816 1.8573
-3.5802 1.2594 -0.5290
-0.5653 1.8608 -0.2257
1.0651 2.5375 -3.1448
1.5977 1.8466 -1.0793
-8.2787 3.5325 -0.8543
0.9927 -0.6668 0.4233
-0.6929 -0.4727 0.2824
-0.1391 -0.5970 0.1138
0.2001 0.2995 -0.0942
-0.3075 0.0730 1.7780
-0.4279 0.7331 0.4172
-0.6868 0.2943 0.2531
-0.2761 0.0626 1.7126
0.2165 0.5875 -0.3699
-2.5755 -0.4481 3.3971
0.8006 -2.5760 0.5265
4.1551 0.0678 1.7424
0.2905 0.2773 -0.5093
2.9065 -1.5338 -0.4610
0.4281 0.2316 -0.1106
4.8296 -1.2961 -2.5908
-0.9785 -0.8906 0.2032
-0.9493 -0.3107 -0.8390
1.3897 0.3611 -0.6320
-0.4866 -0.3118 -1.3791
-0.5009 -0.1998 0.1672
-0.3376 0.0234 -0.2023
1.9692 -1.8855 -0.2992
-3.8848 1.9572 1.7649
-0.2728 0.0459 -0.0001
-0.0993 0.2601 -0.3769
0.2621 -0.1891 -0.3372
-0.8098 -4.4759 4.6334
-0.1164 0.0418 0.2210
-6.3020 -1.9522 -3.6748
-0.7590 -1.4058 -0.2279
-2.2131 1.6602 2.6628
0.0254 -0.2521 0.5461
-0.8922 0.2595 -0.1909
-0.0351 0.4121 -0.6427
-0.3047 0.1767 0.9539
-0.2160 -0.6938 -0.1771
-0.1035 -0.5771 -0.3863
-1.1434 1.5099 -0.3012
-0.5197 0.1390 0.1120
0.9330 1.2881 0.1053
-1.0512 0.7964 0.4969
0.1212 0.0324 0.1508
-0.2742 1.6834 -0.2156
-0.3647 -1.7875 4.8242
0.9476 0.5270 1.0106
0.2604 0.0207 -0.4704
4.2069 -0.9826 0.1063
6.3861 1.6892 1.2412
0.4394 -0.0739 0.7721
0.4302 0.2960 0.0520
-1.2592 5.4091 -2.7989
2.3350 0.0375 -0.9837
0.0329 -0.2328 0.1576
-1.1017 -0.1650 -0.0619
-0.4523 -1.7271 1.6741
0.5052 0.3815 -0.1879
-0.0098 -0.3172 -4.8505
6.0503 -1.4860 2.0976
0.8359 -2.2498 -0.4102
-1.5644 -0.4415 -0.1325
0.4132 -0.1751 0.5922
-0.1636 1.3418 2.1117
0.1580 0.2683 -0.0627
0.3239 0.2910 0.5008
1.5873 0.1796 0.2647
-1.2267 -0.9974 -0.4869
-0.3142 0.0277 -0.6145
0.0627 -0.0330 -0.0683
-0.8224 2.0307 -2.6838
0.3433 -1.2802 0.1133
-0.7363 5.2762 -8.0235
-0.1370 0.6894 -5.4195
0.6586 -0.5288 -0.0525
0.0287 0.6803 1.8163
0.4193 0.2898 0.2299
-0.7324 0.4113 -1.1089
0.4158 0.0186 0.1698
-3.4407 0.6010 -0.1080
-0.0666 -0.8735 -0.4949
-1.8511 -0.8843 -2.0608
-0.3308 -0.0315 0.5730
-0.9877 1.0281 0.6066
-0.3124 -0.0896 -0.1911
-0.2377 0.3838 -0.0068
-0.6548 -0.0436 -0.1625
8.3039 3.0470 4.0722

No. 2
Molecular formula: C20H12Cl3F12FeGeNO2
Method: DFT, the ωB97M-V functional and the def2-TZVPD basis

E_HOMO (alpha / beta) (eV): -4.806 / -4.830
Multiplicity: 2
LUMO level (alpha / beta) (eV): 1.46 / 2.53
⟨S²⟩: 0.827
Orbital gap (alpha / beta) (eV): 6.27 / 7.36
Total charge: -1

Atoms and positions in Å:
1 C -2.92362 3.52089 1.86107
2 H -1.63165 5.28568 4.44123
3 F -0.53117 -0.92485 -4.32530
4 H -3.33620 -0.36655 2.01303
5 F -0.09024 -0.53094 3.14801
6 F 1.91846 -0.04573 3.79979
7 C -1.95766 4.03071 2.72099
8 F -1.07403 1.64028 -3.80857
9 F -3.06784 1.58804 -2.97936
10 H -3.86495 4.04490 1.73163
11 C 0.84530 1.46013 2.25790
12 H -3.47320 2.00286 0.48205
13 F -1.76669 -2.35067 -3.29499
14 H -1.82398 6.17562 2.93444
15 C -1.77962 1.30530 -2.71711
16 F -2.67571 -0.71970 -4.39458
17 N -1.36204 0.43877 0.54595
18 F 1.95512 3.50931 1.70936
19 C -6.01981 -2.37421 -1.23352
20 C -4.62557 -1.27561 0.56500
21 C -0.76416 3.33189 2.80527
22 F 3.20105 1.88577 2.36964
23 C -1.57401 -0.18589 -2.30170
24 C -1.63703 -1.05442 -3.58893
25 Fe 0.27976 0.03388 -0.16166
26 H -5.83345 -3.45076 -1.21761
27 F 2.01181 2.95268 3.80585
28 H -6.87621 -2.17873 -0.58708
29 C -2.66038 -0.57229 -1.28469
30 C -2.49854 -0.22432 0.05987
31 H -3.96276 -1.51436 -2.71053
32 C -3.49294 -0.60747 0.96931
33 Cl 2.36824 -2.60659 1.68739
34 O 1.27675 0.76949 1.15027
35 Cl -0.96208 -3.29113 1.30816
36 O -0.29940 -0.37471 -1.83009
37 C 0.73620 0.47683 3.45615
38 C -3.81677 -1.25151 -1.67350
39 C -2.70383 2.35811 1.15366
40 F -1.38797 2.13203 -1.73767
41 F 0.23352 1.06842 4.55830
42 C 2.00981 2.46040 2.54480
43 H -6.29584 -2.10351 -2.25322
44 H -3.22987 5.45675 3.71437
45 C -1.51304 1.61880 1.26851
46 C -4.80711 -1.60902 -0.77558
47 Ge 0.67188 -2.21586 0.37318
48 C -0.50437 2.16520 2.08955
49 C -2.17240 5.30379 3.49419
50 Cl 1.08597 -3.46840 -1.35964
51 H -5.37282 -1.55954 1.29764
52 H -0.00723 3.71560 3.47319

Force components x, y, z for each atom (eV/Å):
0.0363 -0.0236 0.0064
0.0068 -0.0009 0.0014
-0.0420 0.0044 0.0421
-0.0147 0.0083 0.0126
0.0611 -0.0413 -0.0081
-0.0068 -0.0471 -0.0152
0.0257 -0.0706 -0.0348
0.0384 -0.0320 -0.0230
-0.0092 -0.0074 -0.0066
-0.0030 -0.0023 0.0052
0.0922 0.0080 -0.1562
0.0096 -0.0262 0.0025
0.0658 -0.0624 0.0196
0.0007 0.0054 -0.0031
-0.0236 0.0196 0.0280
0.0118 -0.0175 0.0247
0.1193 0.1466 0.0591
-0.0267 -0.0094 0.0043
0.0000 -0.0050 0.0049
-0.0050 -0.0133 -0.0471
-0.0814 0.0512 -0.0173
-0.0189 -0.0075 0.0069
0.0093 0.0317 0.0968
-0.0551 0.0192 -0.1607
-0.1796 -0.0323 -0.1124
-0.0004 -0.0022 0.0020
-0.0091 0.0130 -0.0410
-0.0005 0.0024 0.0010
-0.0492 -0.0357 -0.1632
-0.0292 -0.1069 0.0958
-0.0126 0.0129 -0.0198
0.0900 0.0421 0.0100
-0.0893 -0.0197 -0.0978
-0.0584 0.0159 0.1268
-0.0669 0.0355 0.0458
0.1104 0.0931 0.0240
-0.0497 0.0175 0.0607
-0.0005 0.0425 0.0324
-0.1079 0.0397 0.0255
0.0009 -0.0210 -0.0274
0.0024 0.0057 0.0049
0.0366 0.0278 0.0643
0.0061 -0.0014 -0.0037
-0.0028 0.0001 0.0013
0.0642 -0.0320 -0.0375
-0.0159 0.0070 0.0276
0.0480 -0.0748 0.0485
0.0280 0.0070 0.0745
-0.0029 0.0056 -0.0003
0.0770 0.0133 0.0021
-0.0008 -0.0011 0.0071
0.0214 0.0184 0.0064

No. 3
Molecular formula: C4H11NO
Method: DFT, the ωB97M-V functional and the def2-TZVPD basis

E_HOMO (eV): -9.140
Multiplicity: 1
SMILES: C[C@H](O)[C@@H](C)N
LUMO level (eV): 0.95
ΔE to the lowest compared entry with this formula, charge and spin (kcal per mole): 50.9
Orbital gap (eV): 10.09

Atoms and positions in Å:
1 H -1.65738 0.86590 -0.68156
2 C -0.46986 -1.23807 -0.76603
3 H -1.45549 -1.12988 -0.27704
4 N 1.83155 -0.24714 -1.13948
5 C 0.05051 0.87504 0.32046
6 H 1.10726 -1.09338 0.61304
7 C -0.54901 0.68271 1.68606
8 H -0.29986 -2.33581 -0.65982
9 H -1.20552 -0.28383 2.12396
10 O -0.88373 1.35367 -0.61605
11 H 1.67253 -0.66537 -1.98641
12 H 0.95894 1.47342 0.24655
13 H -1.22757 1.54236 1.84128
14 H -0.61827 -0.92058 -1.77447
15 C 0.62149 -0.51644 -0.17546
16 H 0.09951 0.91224 2.49228
17 H 2.02488 0.72514 -1.24731

Force components x, y, z for each atom (eV/Å):
-2.0186 -1.6552 0.2262
-1.7629 -3.0820 -0.3177
0.4869 0.2725 0.1987
-1.3552 -0.2853 3.5768
0.5897 -3.1769 -0.6098
-0.4120 0.3577 0.4328
-2.8511 0.0501 2.1338
-0.0664 0.6196 -0.7556
1.9262 2.1616 -2.0967
2.5532 2.5939 -0.2154
-0.3951 -1.0097 -2.5634
-0.6290 0.8432 0.6750
-0.2647 -0.4036 -0.2661
-0.1075 -0.1907 -0.8910
3.0853 2.6468 0.0521
1.3603 -0.3018 0.6207
-0.1390 0.5599 -0.2005

No. 4
Molecular formula: C13H25N3O2S
Method: DFT, the ωB97M-V functional and the def2-TZVPD basis

E_HOMO (eV): -8.566
Multiplicity: 1
SMILES: CSCC[C@@H](NC(N)=O)C(=O)NCC1CCCCC1
LUMO level (eV): 0.83
ΔE to the lowest compared entry with this formula, charge and spin (kcal per mole): 0.0
Orbital gap (eV): 9.40

Atoms and positions in Å:
1 H 0.08850 3.39456 0.53477
2 C -0.71508 1.50637 0.32260
3 S -2.71536 -0.96987 0.35880
4 C 3.82042 -2.09307 -1.19942
5 O 1.52903 2.03482 -0.36789
6 H 1.47516 -4.83594 0.32913
7 H 5.39969 -3.49312 -0.76039
8 H 4.49075 -1.23210 -1.23634
9 H 3.37113 -4.81787 -1.26134
10 H -2.36879 -0.45711 2.67801
11 H 1.35659 -3.25999 -1.57295
12 H -2.98790 0.94267 1.76080
13 H 0.56422 -2.58994 -0.14354
14 C 2.14757 -3.97661 0.29440
15 C 1.53066 -2.87606 -0.56476
16 C -2.27138 0.12455 1.76151
17 H -1.00544 5.39191 0.75529
18 C 0.62329 1.22368 -0.36112
19 H -2.69704 5.48681 0.46121
20 N 0.66782 0.01301 -0.93723
21 H 3.69009 -2.46021 -2.22021
22 N -1.84563 4.95443 0.42254
23 C -1.96578 3.59381 0.40140
24 H 2.60685 -1.26332 0.36603
25 H -3.91459 0.98455 -0.37262
26 N -0.80209 2.91710 0.60874
27 H 1.63432 -0.93942 -2.51081
28 C 3.50388 -4.39654 -0.26227
29 C 4.43745 -3.19304 -0.34064
30 C -0.85260 0.65003 1.59930
31 C -4.14671 -0.07547 -0.31262
32 O -3.03257 3.03599 0.22103
33 H 2.58026 0.27018 -1.60915
34 H 2.27379 -3.60990 1.31580
35 H 3.94401 -5.16924 0.37111
36 H -5.00516 -0.24383 0.33192
37 H -0.59046 1.26376 2.46331
38 H -0.14300 -0.58502 -0.86366
39 H 4.61715 -2.80815 0.66572
40 H -0.16037 -0.19386 1.56268
41 H -4.33862 -0.48232 -1.30016
42 C 2.46178 -1.66445 -0.64342
43 C 1.86515 -0.55032 -1.51425
44 H -1.52339 1.24290 -0.36984

Force components x, y, z for each atom (eV/Å):
-0.0848 0.0052 -0.0596
0.0397 0.0473 0.2251
-0.0373 0.0392 0.1374
-0.0029 0.0896 0.3875
0.3774 0.2541 0.0710
-0.0188 -0.0062 0.0972
0.0562 0.0235 0.0735
0.0087 0.0509 -0.0896
0.0083 -0.0774 -0.0593
-0.0420 0.1098 0.0205
-0.0567 -0.0032 -0.1170
-0.0339 0.0363 0.0870
-0.0933 0.0105 -0.0489
-0.0836 -0.1570 -0.2805
0.1554 0.1304 0.3861
-0.0547 -0.3519 -0.2103
-0.0291 -0.0033 0.0166
-0.6713 0.0672 0.0169
0.0263 -0.0863 0.0063
-0.0429 -0.3743 -0.1850
0.0076 0.0028 -0.1244
0.0034 0.3283 -0.0476
0.3059 0.1211 0.1338
-0.0044 0.0370 0.0258
-0.0551 0.0368 -0.0718
0.3738 0.0248 -0.0664
0.0744 0.0206 0.0049
0.0516 0.1157 0.3145
-0.0144 -0.1330 -0.3232
-0.1459 -0.0416 -0.1594
0.2471 -0.1438 0.2104
-0.4752 -0.1936 -0.1047
-0.0576 -0.0999 -0.0942
-0.0273 -0.0109 0.0847
0.0026 -0.0711 -0.0597
-0.1006 0.0480 -0.0545
0.0883 -0.0132 -0.0370
-0.1280 0.1653 0.0518
0.0641 0.0207 0.0609
0.0137 -0.0248 0.0636
-0.0731 -0.0108 -0.0852
-0.0930 0.0450 -0.5351
0.3445 -0.0340 0.2436
0.1769 0.0062 0.0947

No. 5
Molecular formula: C5H9NO
Method: DFT, the ωB97M-V functional and the def2-TZVPD basis

E_HOMO (eV): -8.518
Multiplicity: 1
LUMO level (eV): -0.37
ΔE to the lowest compared entry with this formula, charge and spin (kcal per mole): 110.8
Orbital gap (eV): 8.14

Atoms and positions in Å:
1 C 0.13482 -1.12991 1.81346
2 H -0.57884 0.33053 -2.70149
3 H -0.51413 1.69934 0.10345
4 H 0.52701 -1.06415 -2.43257
5 C -1.19738 0.86142 -0.10165
6 C 0.16002 -0.12100 -2.02625
7 H -0.72520 -1.77754 1.88105
8 O 0.15837 -1.10275 0.15880
9 H -1.93489 1.16711 -0.84849
10 H 1.08062 -1.59895 2.09059
11 N 2.02306 1.40104 0.27069
12 H 0.03262 -0.20938 2.40245
13 H 1.01614 0.57652 -1.94518
14 C -0.30711 -0.20912 -0.60255
15 H -1.68734 0.56659 0.82604
16 C 1.81224 0.61024 1.11168

Force components x, y, z for each atom (eV/Å):
-0.6132 -0.4948 -0.7625
0.1005 -0.1781 0.4087
-0.0519 -0.0424 0.0252
-0.0177 0.0502 0.2180
-0.0107 -0.0461 0.1315
-0.0140 -0.2199 0.2970
-0.2152 -0.3464 0.2205
0.1576 0.4250 0.7407
0.1966 -0.0972 0.0732
-0.3709 0.1227 -0.5408
-0.3399 -0.5245 0.3853
-0.0723 -0.1591 -1.0908
-0.1116 -0.1421 0.1294
0.1971 0.1712 0.4820
0.0502 0.0975 -0.0459
1.1152 1.3840 -0.6716